1.
This record from OMol25 describes C2H4N2O2 in the gas phase. The level of theory is ωB97M-V/def2-TZVPD.

CARTESIAN COORDINATES (ANGSTROEM)
C 2.015 0.111 -0.012
C 0.764 -0.257 -0.035
H 2.684 -0.323 0.717
N -0.233 -1.024 0.078
H -2.138 -1.104 -1.016
O -0.832 1.153 -0.064
N -1.335 -0.351 0.523
O -2.421 -0.788 -0.131
H -0.921 1.778 0.672
H 2.418 0.805 -0.731

- Energy relative to the best compared isomer or geometry (same formula, charge and spin): 171.8 kcal/mol
- Frontier orbital gap (spin up / spin down): 9.67 / 9.67 eV
- SMILES: C=C=NN(O)O



2.
This record from OMol25 describes 2 unconnected molecules or ions with the total composition C2H4N2O2. The level of theory is ωB97M-V/def2-TZVPD.

CARTESIAN COORDINATES (ANGSTROEM)
C -1.815 0.313 -0.360
C 1.556 -0.779 0.917
N 1.617 0.180 0.154
H -2.848 0.518 -0.080
N -1.491 -0.823 -0.817
O -1.051 1.401 -0.145
H -0.499 -0.857 -1.064
H 2.487 0.666 -0.008
H -0.116 1.159 -0.282
O 1.382 -1.697 1.609

- Energy relative to the best compared isomer or geometry (same formula, charge and spin): 34.3 kcal/mol
- Frontier orbital gap: 10.69 eV
- SMILES: [H]/N=C\O.N=C=O



3.
This record from OMol25 describes a molecular structure, C2H4N2O2. The level of theory is ωB97M-V/def2-TZVPD.

CARTESIAN COORDINATES (ANGSTROEM)
H 1.032 1.868 -0.669
C 0.171 -0.015 -0.632
O -2.428 -0.512 -0.081
O 1.043 -1.356 0.922
H 1.651 0.713 0.519
H -0.287 0.027 -1.613
N 1.024 0.961 -0.237
N 0.263 -1.275 -0.057
H -1.100 -0.077 1.447
C -1.369 -0.332 0.402

- Energy relative to the best compared isomer or geometry (same formula, charge and spin): 115.2 kcal/mol
- Frontier orbital gap: 8.78 eV



4.
This record from OMol25 describes C2H4N2O2 in the gas phase. The level of theory is ωB97M-V/def2-TZVPD.

CARTESIAN COORDINATES (ANGSTROEM)
H -1.483 0.100 -0.554
H 0.068 -2.685 0.536
N -0.304 -0.067 -0.711
C -0.101 1.328 -1.409
H 0.447 0.785 1.162
N 0.353 -0.153 0.543
H 0.927 1.685 -1.052
O -1.001 2.008 -2.097
O 0.723 -1.588 2.429
C 0.423 -1.611 1.147

- Energy relative to the best compared isomer or geometry (same formula, charge and spin): 139.5 kcal/mol
- Frontier orbital gap: 9.87 eV
- SMILES: O=CNNC=O